Entry 1:
Entry from the OMol25 dataset: an isolated molecule of C17H30N4O4S (ωB97M-V/def2-TZVPD).

Lowest unoccupied orbital energy (eV): 0.450
Relative energy (zero: lowest compared OMol25 entry of this formula, charge and spin) (kJ/mol): 3.65
HOMO (hartree): -0.3304
Kohn-Sham gap (eV): 9.442

Last column: Löwdin charge in e.
Element x y z (Å)
C -5.891 -2.789 -1.134  -0.0656
H -4.906 -3.247 -1.056  0.0680
H -6.637 -3.577 -1.193  0.0730
C -6.174 -1.893 0.067  -0.2019
N -5.188 -0.830 0.181  -0.0813
C -5.474 0.351 -0.402  -0.5350
O -6.512 0.554 -1.001  0.0530
C -4.438 1.465 -0.290  -0.3174
H -4.000 1.566 0.699  0.0579
H -4.923 2.392 -0.595  0.0899
S -3.048 1.196 -1.456  1.0357
C -1.734 1.467 -0.374  -0.6857
N -1.777 1.654 0.911  0.0418
N -0.501 1.811 1.318  0.1150
C 0.255 1.714 0.280  -0.3021
O -0.472 1.491 -0.851  0.0861
C 1.736 1.830 0.197  -0.2165
N 2.267 0.660 -0.459  0.1321
C 3.234 -0.114 0.104  -0.5587
O 3.687 0.075 1.205  0.0970
O 3.572 -1.087 -0.756  0.0355
C 4.592 -2.055 -0.400  -0.5727
C 4.165 -2.846 0.835  -0.0193
H 3.194 -3.308 0.665  0.0914
H 4.095 -2.189 1.697  0.0793
H 4.894 -3.624 1.041  0.0896
C 5.928 -1.349 -0.165  -0.0194
H 5.857 -0.691 0.696  0.0793
H 6.199 -0.760 -1.039  0.0905
H 6.704 -2.087 0.017  0.0895
C 4.676 -2.970 -1.622  -0.0243
H 3.713 -3.439 -1.803  0.0863
H 5.422 -3.741 -1.457  0.0885
H 4.950 -2.394 -2.502  0.0860
H 1.971 0.450 -1.399  0.1606
H 2.139 1.833 1.215  0.1656
C 2.133 3.134 -0.534  -0.3674
C 3.650 3.214 -0.662  -0.0569
H 3.935 4.138 -1.158  0.0804
H 4.111 3.189 0.323  0.0898
H 4.038 2.379 -1.241  0.0751
C 1.594 4.343 0.225  -0.0564
H 0.511 4.306 0.314  0.0750
H 2.014 4.375 1.227  0.0906
H 1.864 5.260 -0.294  0.0812
H 1.688 3.108 -1.536  0.1420
C -4.005 -1.122 0.963  -0.2130
H -3.150 -0.564 0.582  0.0748
C -4.199 -0.807 2.445  -0.0609
H -3.294 -1.058 2.993  0.0777
H -4.405 0.249 2.591  0.0716
H -5.027 -1.380 2.856  0.0698
H -3.784 -2.186 0.840  0.1225
H -7.153 -1.423 -0.054  0.1184
H -6.168 -2.474 0.991  0.1174
H -5.931 -2.201 -2.047  0.0769

***

Entry 2:
Entry from the OMol25 dataset: C17H31AlN4O6P as an isolated structure (ωB97M-V/def2-TZVPD).

Lowest unoccupied orbital energy (alpha / beta) (eV): -4.758 / -4.758
Total charge: +1
Relative energy (zero: lowest compared OMol25 entry of this formula, charge and spin) (kJ/mol): 0.00
HOMO (alpha / beta) (hartree): -0.3730 / -0.3729
Kohn-Sham gap (alpha / beta) (eV): 5.393 / 5.389

Last column: Löwdin charge in e.
Element x y z (Å)
O -4.534 -2.164 -0.158  -0.1345
H -5.350 -2.440 -0.609  0.0913
Al -0.467 -0.964 -0.318  0.0243
N 0.963 -1.637 0.757  -0.1511
N -1.427 -1.296 1.292  -0.1382
N 0.662 -0.328 -1.711  0.0005
N -1.738 -0.035 -1.330  0.0091
O 2.169 -1.897 0.306  -0.1532
O 2.005 -0.592 -1.870  0.0250
O -3.032 0.226 -0.919  0.0166
O -2.674 -0.975 1.451  -0.1341
C -0.692 -1.738 2.360  -0.2356
C 0.670 -1.927 2.051  -0.2312
C 0.101 0.481 -2.632  -0.2020
C -1.289 0.646 -2.416  -0.1991
C 1.745 -2.383 2.955  0.0046
H 2.554 -1.641 3.005  0.0932
H 2.171 -3.329 2.597  0.1048
H 1.351 -2.539 3.964  0.0788
C -1.326 -1.899 3.687  -0.0007
H -2.263 -2.461 3.605  0.1004
H -1.550 -0.922 4.141  0.0948
H -0.650 -2.442 4.355  0.0783
C 0.914 1.137 -3.678  0.0260
C -2.177 1.479 -3.257  0.0214
H 1.758 0.506 -3.978  0.1032
H 1.323 2.094 -3.317  0.1000
H 0.289 1.343 -4.555  0.0977
H -3.128 1.676 -2.751  0.0979
H -2.385 0.964 -4.206  0.1176
H -1.688 2.431 -3.507  0.1048
H 2.236 -1.122 -1.005  0.0614
H -3.116 -0.252 -0.025  0.0755
C -3.458 -2.981 -0.700  -0.1334
H -2.720 -3.124 0.085  0.0593
H -3.032 -2.504 -1.588  0.0618
H -3.874 -3.963 -0.978  0.0948
O -0.289 -2.922 -1.212  0.0668
H -0.235 -2.872 -2.183  0.1185
H 0.586 -3.227 -0.892  0.1102
C -0.061 1.588 2.664  -0.2081
P 0.054 1.405 0.847  0.9970
C -0.958 2.803 0.264  -0.2276
C 1.760 1.939 0.465  -0.3538
C 2.054 2.786 -0.620  -0.1074
C 3.376 2.928 -1.050  -0.0748
C 4.414 2.273 -0.380  -0.0622
C 4.127 1.469 0.727  -0.0577
C 2.810 1.317 1.162  -0.0912
H -1.062 1.272 2.989  0.0526
H 0.094 2.644 2.933  0.0676
H 0.687 0.969 3.176  0.0477
H -0.608 3.729 0.744  0.0697
H -0.898 2.901 -0.828  0.0336
H -2.005 2.612 0.537  0.0621
H 1.257 3.341 -1.120  0.0947
H 3.592 3.560 -1.915  0.1117
H 5.445 2.391 -0.718  0.1127
H 4.926 0.949 1.259  0.1155
H 2.593 0.714 2.047  0.0923

***

Entry 3:
Entry from the OMol25 dataset: C17H31AsF6IrN5O4S3 as an isolated structure (ωB97M-V/def2-TZVPD).

Lowest unoccupied orbital energy (alpha / beta) (eV): -8.761 / -13.568
Total charge: +3
HOMO (alpha / beta) (hartree): -0.5159 / -0.6225
Kohn-Sham gap (alpha / beta) (eV): 5.278 / 3.370
2S+1: 6

Last column: Löwdin charge in e.
Element x y z (Å)
Ir 0.405 -0.085 0.190  1.0478
F 0.991 4.589 2.678  0.1419
C 1.561 3.459 2.177  -0.5639
F 1.016 2.428 2.898  0.0993
F 2.883 3.474 2.515  0.1504
S 1.283 3.221 0.360  0.6931
O 1.013 1.787 0.190  -0.5451
O 0.146 4.056 -0.027  -0.2805
N 2.693 3.636 -0.233  -0.2107
S 2.969 5.197 -0.235  0.7542
O 2.552 5.929 0.961  -0.0720
O 4.344 5.514 -0.640  -0.0013
C 1.898 5.760 -1.639  -0.5677
F 2.548 6.684 -2.414  0.1480
F 0.747 6.368 -1.244  0.1334
F 1.563 4.747 -2.491  0.1279
C 2.710 -4.609 1.611  -0.1666
C 1.666 -4.446 0.517  -0.4126
As 1.202 -2.540 0.190  1.1382
C 2.827 -1.999 -0.808  -0.4555
C 3.858 -1.371 0.122  -0.2024
C 0.132 -2.914 -1.433  -0.3339
C -1.234 -3.473 -1.059  -0.1601
H 2.882 -5.690 1.798  0.0960
H 2.358 -4.134 2.551  0.0760
H 3.672 -4.164 1.301  0.0653
H 0.743 -4.969 0.842  0.0678
H 2.031 -4.918 -0.420  0.0924
H 2.532 -1.225 -1.548  0.0596
H 3.252 -2.867 -1.352  0.0947
H 3.418 -0.483 0.624  0.0099
H 4.740 -1.045 -0.469  0.0990
H 4.198 -2.080 0.897  0.0691
H 0.671 -3.626 -2.091  0.1182
H -0.014 -1.960 -1.983  0.0564
H -1.128 -4.434 -0.517  0.1324
H -1.829 -3.649 -1.979  0.1334
H -1.778 -2.750 -0.414  -0.0608
N -2.680 3.708 0.812  0.1872
C -2.667 2.538 1.691  -0.1328
C -1.388 1.696 1.529  -0.2255
N -1.260 1.125 0.190  -0.1560
H -3.533 4.276 1.018  0.2040
H -2.719 3.417 -0.191  0.1812
H -1.833 4.297 0.983  0.1639
H -3.562 1.907 1.491  0.1514
H -2.720 2.883 2.747  0.1622
H -1.423 0.863 2.264  0.1372
H -0.493 2.314 1.756  0.0698
H -1.121 1.873 -0.526  0.1078
H -2.098 0.544 -0.042  0.1033
N -1.079 -2.048 2.385  0.1635
C -1.701 -1.997 1.196  -0.6823
N -1.254 -1.290 0.190  -0.2481
C -2.094 -1.434 -0.901  -0.4026
C -1.933 -0.814 -2.157  0.0027
C -2.863 -1.052 -3.175  0.0395
C -3.946 -1.897 -2.956  0.0311
C -4.129 -2.524 -1.720  0.0167
C -3.189 -2.277 -0.705  -0.4431
S -3.134 -2.890 0.902  1.2649
H -0.120 -1.720 2.389  0.0653
H -1.252 -2.849 2.979  0.1375
H -1.087 -0.155 -2.322  0.1205
H -2.735 -0.571 -4.142  0.1456
H -4.662 -2.073 -3.757  0.1485
H -4.975 -3.183 -1.550  0.1456
H 2.129 -0.085 0.190  -0.0300

***

Entry 4:
Entry from the OMol25 dataset: C17H31BCaN8PS as an isolated structure (ωB97M-V/def2-TZVPD).

Lowest unoccupied orbital energy (eV): -1.996
Total charge: +1
Relative energy (zero: lowest compared OMol25 entry of this formula, charge and spin) (kJ/mol): 121.01
HOMO (hartree): -0.4299
Kohn-Sham gap (eV): 9.703

Last column: Löwdin charge in e.
Element x y z (Å)
Ca -0.650 -0.850 0.540  1.0457
C 3.647 -0.359 -0.456  -0.0342
C 2.358 0.071 -0.762  -0.1439
N 1.481 -0.443 0.098  -0.1073
N 2.176 -1.196 0.953  -0.0472
C 3.477 -1.165 0.649  -0.0524
B 1.594 -1.927 2.166  -0.5435
N 0.689 -3.075 1.725  -0.0463
C 0.928 -4.369 1.970  -0.0490
C -0.137 -5.104 1.499  -0.0318
C -1.003 -4.148 0.971  -0.1379
N -0.486 -2.932 1.112  -0.1286
N 0.816 -0.932 3.018  -0.0467
C 1.085 -0.639 4.295  -0.0496
C 0.156 0.280 4.733  -0.0356
C -0.662 0.491 3.625  -0.1375
N -0.245 -0.242 2.598  -0.1197
H 4.568 -0.124 -0.948  0.1001
H 2.046 0.731 -1.552  0.0951
H 4.190 -1.707 1.234  0.1262
H 2.488 -2.369 2.803  0.1278
H 1.824 -4.679 2.467  0.1265
H -0.263 -6.165 1.545  0.1013
H -1.970 -4.294 0.523  0.1110
H 1.901 -1.101 4.809  0.1262
H 0.089 0.719 5.706  0.0994
H -1.530 1.121 3.549  0.0976
C -0.431 5.211 1.288  -0.0687
C -0.161 3.735 1.013  -0.2258
N -1.390 2.967 0.908  0.0173
C -1.728 2.065 -0.022  -0.8450
S -2.794 0.824 0.378  0.6135
N -1.277 2.134 -1.293  0.0040
C -1.038 3.336 -2.082  -0.2148
C 0.278 3.243 -2.845  -0.0701
H 0.514 5.740 1.380  0.0821
H -0.980 5.339 2.217  0.0792
H -1.008 5.666 0.486  0.0720
H 0.437 3.325 1.837  0.1243
H 0.418 3.610 0.098  0.1028
H -1.896 2.855 1.777  0.1197
H -1.614 1.351 -1.844  0.0761
H -1.046 4.205 -1.426  0.1042
H -1.863 3.455 -2.793  0.1310
H 1.116 3.116 -2.163  0.0649
H 0.433 4.149 -3.426  0.0837
H 0.262 2.402 -3.535  0.0585
C -2.673 -1.331 -2.849  -0.2835
P -1.008 -1.610 -2.123  0.7344
C 0.052 -0.855 -3.423  -0.2709
C -0.771 -3.379 -2.545  -0.2739
H -2.708 -1.676 -3.882  0.0495
H -2.931 -0.272 -2.817  0.0210
H -3.409 -1.881 -2.261  0.0465
H -0.212 -1.241 -4.408  0.0525
H 1.095 -1.092 -3.215  0.0377
H -0.073 0.226 -3.417  0.0050
H -0.952 -3.542 -3.608  0.0499
H -1.460 -3.993 -1.967  0.0292
H 0.250 -3.676 -2.307  0.0481

***

| no. | F_max (hartree/bohr) |
| --- | --- |
| 1 | 0.033 |
| 2 | 0.086 |
| 3 | 0.121 |
| 4 | 0.051 |